No. 1
{
  "formula": "C36H34Cl2O7P2S3Sr",
  "method": "ωB97M-V/def2-TZVPD",
  "species": ["Sr", "S", "P", "C", "P", "S", "C", "C", "C", "C", "C", "C", "C", "C", "C", "C", "C", "C", "C", "C", "C", "C", "C", "C", "C", "C", "C", "C", "C", "C", "H", "H", "H", "H", "H", "H", "H", "H", "H", "H", "H", "H", "H", "H", "H", "H", "H", "H", "H", "H", "O", "Cl", "O", "O", "O", "C", "S", "C", "H", "H", "H", "H", "H", "H", "C", "C", "C", "C", "Cl", "C", "C", "C", "O", "C", "C", "O", "O", "H", "H", "H", "H", "H", "H", "H", "H"],
  "coordinates": [[-0.754486, -0.432757, -0.893190], [2.457415, -0.117615, -1.837876], [0.124258, -0.864144, 1.955271], [-1.379829, -0.038348, 1.720730], [-1.605166, 1.582978, 1.499472], [-0.880597, 2.512206, -0.199374], [-1.109865, 2.683327, 2.901854], [-0.591034, 3.960834, 2.726910], [-0.249206, 4.741292, 3.825973], [-0.417517, 4.246919, 5.110823], [-0.927529, 2.967197, 5.293446], [-1.271107, 2.192556, 4.196456], [-3.417006, 1.911643, 1.454510], [-4.302648, 0.844143, 1.385458], [-5.671356, 1.064508, 1.298461], [-6.169693, 2.359409, 1.299268], [-5.289625, 3.433719, 1.375549], [-3.923355, 3.208777, 1.443524], [1.188737, 0.079664, 3.138441], [1.267471, -0.154087, 4.509745], [2.016207, 0.677060, 5.333174], [2.690791, 1.765822, 4.798995], [2.622701, 2.007624, 3.432399], [1.888870, 1.165543, 2.610644], [-0.277149, -2.319671, 3.019295], [-1.564301, -2.527603, 3.502473], [-1.864501, -3.651192, 4.264613], [-0.878030, -4.583519, 4.555401], [0.412037, -4.387655, 4.072444], [0.703485, -3.270730, 3.304629], [-0.440593, 4.322305, 1.716503], [0.162095, 5.733338, 3.674873], [-0.138945, 4.849630, 5.968279], [-1.040862, 2.565903, 6.294284], [-1.647217, 1.183148, 4.322931], [-3.891617, -0.159027, 1.388577], [-6.342863, 0.218019, 1.217346], [-7.237601, 2.534825, 1.230755], [-5.671402, 4.448763, 1.369437], [-3.237393, 4.048099, 1.475297], [0.724820, -0.985714, 4.944198], [2.056356, 0.482906, 6.399884], [3.258695, 2.427816, 5.442875], [3.137546, 2.859670, 3.004093], [1.831481, 1.360361, 1.543520], [-2.315908, -1.784693, 3.251881], [-2.874762, -3.801688, 4.629499], [-1.112785, -5.462980, 5.144611], [1.187613, -5.114624, 4.287801], [1.706201, -3.125327, 2.914019], [-4.028491, -1.338458, -3.626521], [-3.759637, -1.322411, -2.210315], [-2.581095, -2.139219, -1.936054], [-4.886346, -1.819159, -1.484337], [-3.439230, 0.029177, -1.788838], [-0.906498, -0.340310, -4.789516], [-0.458129, 1.042690, -3.713847], [-1.948392, 2.046755, -3.879747], [-1.911836, -0.688566, -4.557410], [-0.209213, -1.152453, -4.588439], [-0.842120, -0.060755, -5.842238], [-2.013583, 2.481754, -4.877865], [-1.870685, 2.832882, -3.129786], [-2.828493, 1.446752, -3.658319], [5.964321, -3.193713, -4.937599], [5.104924, -2.053433, -5.403401], [5.530089, -1.181273, -6.392670], [4.717729, -0.134518, -6.797240], [5.276007, 0.942677, -8.058771], [3.485580, 0.074233, -6.211690], [3.048722, -0.788517, -5.215098], [3.845180, -1.856516, -4.826238], [3.501656, -2.766539, -3.874735], [2.139182, -2.950974, -3.554665], [1.645160, -2.347850, -2.245816], [2.529255, -1.867013, -1.399114], [0.450880, -2.458330, -2.018649], [6.917574, -3.198586, -5.466348], [5.465216, -4.150519, -5.101293], [6.153704, -3.119420, -3.865835], [6.500011, -1.320267, -6.853707], [2.873093, 0.915620, -6.505101], [2.122000, -0.572749, -4.703442], [1.989643, -4.029012, -3.445100], [1.482988, -2.620622, -4.360418]],
  "atomic_forces_ev_per_a": [[0.0, 0.2, 0.0], [-0.2, -0.1, 0.1], [-0.2, 0.0, 0.0], [0.1, 0.1, 0.0], [-0.1, -0.2, -0.2], [0.0, 0.0, 0.1], [0.0, 0.0, 0.1], [0.0, 0.0, 0.0], [0.0, 0.0, -0.1], [0.0, 0.0, 0.0], [0.0, 0.0, 0.0], [0.0, 0.0, 0.0], [0.0, 0.0, 0.0], [0.0, 0.0, 0.0], [0.0, 0.0, 0.0], [0.0, 0.0, 0.0], [0.0, 0.0, 0.0], [0.1, 0.0, 0.0], [0.0, 0.0, 0.0], [0.0, 0.0, 0.0], [0.0, 0.0, 0.0], [0.0, 0.0, 0.0], [0.0, 0.0, 0.0], [0.0, 0.0, 0.0], [0.0, 0.0, 0.0], [0.0, 0.0, 0.0], [0.0, 0.0, 0.0], [0.0, 0.0, 0.0], [0.0, 0.0, 0.0], [0.0, 0.0, 0.0], [0.0, 0.0, 0.0], [0.0, 0.0, 0.0], [0.0, 0.0, 0.0], [0.0, 0.0, 0.0], [0.0, 0.0, 0.0], [0.0, 0.0, 0.0], [0.0, 0.0, 0.0], [0.0, 0.0, 0.0], [0.0, 0.0, 0.0], [0.0, 0.0, 0.0], [0.0, 0.0, 0.0], [0.0, 0.0, 0.0], [0.0, 0.0, 0.0], [0.0, 0.0, 0.0], [0.0, 0.0, 0.0], [0.0, 0.0, 0.0], [0.0, 0.0, 0.0], [0.0, 0.0, 0.0], [0.0, 0.0, 0.0], [0.0, 0.0, 0.0], [0.0, 0.0, 0.0], [0.0, 0.0, -0.1], [0.1, 0.0, 0.0], [0.0, -0.1, 0.0], [0.1, 0.1, 0.1], [0.0, 0.1, 0.0], [-0.1, -0.1, 0.0], [0.0, 0.0, 0.0], [0.0, 0.0, 0.0], [0.0, 0.0, 0.0], [0.0, 0.0, 0.0], [0.0, 0.0, 0.0], [0.0, 0.0, 0.0], [0.0, 0.0, 0.0], [0.0, 0.0, 0.0], [0.0, 0.0, 0.0], [0.0, 0.0, 0.0], [0.0, 0.0, 0.0], [0.0, 0.0, 0.0], [0.0, 0.0, 0.0], [0.0, 0.0, 0.0], [0.0, 0.0, 0.0], [0.0, 0.0, 0.0], [0.0, -0.1, 0.0], [-0.1, 0.1, 0.0], [0.1, 0.0, -0.1], [0.0, -0.1, 0.0], [0.0, 0.0, 0.0], [0.0, 0.0, 0.0], [0.0, 0.0, 0.0], [0.0, 0.0, 0.0], [0.0, 0.0, 0.0], [0.0, 0.0, 0.0], [0.0, 0.0, 0.0], [0.0, 0.0, 0.0]],
  "orbital_gap_ha": 0.172,
  "e_lumo_ha": 0.13574,
  "e_above_lowest_ev": 3.6304,
  "energy_ha": -4747.18681,
  "charge": -2,
  "homo_ev": -0.99
}



No. 2
{
  "formula": "C36H34CoIO4P2S2",
  "method": "ωB97M-V/def2-TZVPD",
  "species": ["Co", "S", "P", "C", "P", "S", "C", "C", "C", "C", "C", "C", "C", "C", "C", "C", "C", "C", "C", "C", "C", "C", "C", "C", "C", "C", "C", "C", "C", "C", "H", "H", "H", "H", "H", "H", "H", "H", "H", "H", "H", "H", "H", "H", "H", "H", "H", "H", "H", "H", "I", "C", "C", "C", "C", "C", "C", "C", "O", "O", "H", "H", "H", "H", "O", "H", "H", "C", "C", "C", "O", "C", "H", "H", "H", "H", "H", "H", "H", "H"],
  "coordinates": [[-0.077413, 0.177844, 0.357793], [1.170156, -1.435287, 3.363630], [1.183122, -1.543959, -0.399087], [0.234141, -0.564330, -1.397356], [-0.731226, -0.824168, -2.768893], [-2.005095, 0.637755, -3.211919], [-1.684660, -2.387979, -2.716548], [-2.141487, -2.867619, -1.494226], [-2.941565, -4.002860, -1.433544], [-3.297266, -4.666294, -2.598353], [-2.862916, -4.182745, -3.827393], [-2.068305, -3.047141, -3.885225], [0.455638, -1.121950, -4.132444], [1.042474, -2.369243, -4.324338], [2.083696, -2.531471, -5.232999], [2.544209, -1.442268, -5.958971], [1.955395, -0.196177, -5.781168], [0.915082, -0.037007, -4.874524], [0.879152, -3.347737, -0.257338], [0.071248, -3.815217, 0.777910], [-0.212252, -5.169328, 0.906595], [0.317432, -6.075776, -0.000826], [1.138264, -5.624210, -1.027720], [1.423628, -4.271322, -1.147737], [2.962676, -1.497908, -0.871427], [3.941004, -2.135658, -0.105990], [5.285273, -2.020125, -0.431876], [5.671695, -1.267644, -1.536992], [4.705262, -0.634883, -2.307529], [3.359268, -0.743520, -1.970909], [-1.868527, -2.337826, -0.589082], [-3.282635, -4.370854, -0.472972], [-3.918769, -5.552977, -2.552428], [-3.147774, -4.690971, -4.741385], [-1.741466, -2.666571, -4.845841], [0.687977, -3.220339, -3.756001], [2.536275, -3.506995, -5.369470], [3.359108, -1.564396, -6.662369], [2.309701, 0.656223, -6.348853], [0.448847, 0.930176, -4.725695], [-0.357123, -3.100441, 1.474269], [-0.848657, -5.515433, 1.712185], [0.098704, -7.132141, 0.094245], [1.557535, -6.328870, -1.736116], [2.075913, -3.924721, -1.941144], [3.644232, -2.725622, 0.756462], [6.034515, -2.512899, 0.177284], [6.720739, -1.173379, -1.791337], [4.995808, -0.050695, -3.173194], [2.594954, -0.241685, -2.554290], [6.924319, 1.819568, 1.380209], [4.866182, 2.190755, 1.437948], [4.372337, 3.152606, 2.309293], [3.002477, 3.376260, 2.350754], [2.131520, 2.651570, 1.542455], [2.655047, 1.710964, 0.660985], [4.025255, 1.469762, 0.605533], [0.636597, 2.877177, 1.710363], [0.268511, 3.843875, 2.376140], [-0.125438, 1.978338, 1.220244], [5.041954, 3.711530, 2.948827], [2.577770, 4.111251, 3.021257], [1.995890, 1.155796, 0.003220], [4.417664, 0.722084, -0.072275], [-2.130288, 0.713721, 0.063444], [-2.164017, 0.775312, -0.917904], [-1.978489, 1.624300, 0.366530], [0.940753, 0.642029, 5.118691], [-0.350284, 1.065215, 4.414709], [-1.008248, -0.078175, 3.665887], [-0.122602, -0.665622, 2.675234], [1.916413, 0.001076, 4.137169], [0.714685, -0.083577, 5.906938], [1.408775, 1.509140, 5.592848], [-0.155226, 1.876489, 3.716505], [-1.069171, 1.444341, 5.146781], [-1.871245, 0.272188, 3.101059], [-1.318421, -0.873073, 4.349948], [2.195386, 0.692578, 3.338225], [2.830308, -0.349735, 4.623122]],
  "atomic_forces_ev_per_a": [[-0.5, -0.8, -0.4], [0.2, -0.1, 0.0], [0.7, 0.3, 0.0], [-0.3, -0.2, 0.4], [0.0, 0.0, -0.2], [0.1, 0.0, 0.0], [-0.2, 0.0, 0.0], [0.0, 0.0, 0.0], [0.0, 0.0, 0.0], [0.0, 0.0, 0.0], [0.0, 0.0, 0.0], [0.0, 0.0, 0.0], [0.0, 0.0, -0.1], [0.1, 0.0, 0.0], [-0.1, 0.0, 0.1], [0.0, 0.0, 0.0], [0.0, 0.0, 0.0], [0.0, 0.0, -0.1], [0.0, 0.0, 0.2], [-0.1, 0.0, 0.0], [0.0, 0.1, 0.0], [0.0, 0.0, 0.0], [0.0, 0.0, 0.0], [0.0, 0.0, 0.0], [-0.1, -0.1, 0.0], [0.0, 0.0, 0.1], [-0.1, 0.0, 0.0], [0.0, 0.0, 0.0], [0.0, 0.0, 0.0], [0.0, 0.0, -0.1], [0.0, 0.0, 0.0], [0.0, 0.0, 0.0], [0.0, 0.0, 0.0], [0.0, 0.0, 0.0], [0.0, 0.0, 0.0], [0.0, 0.0, 0.0], [0.0, 0.0, 0.0], [0.0, 0.0, 0.0], [0.0, 0.0, 0.0], [0.0, 0.0, 0.0], [0.0, 0.0, 0.0], [0.0, 0.0, 0.0], [0.0, 0.0, 0.0], [0.0, 0.0, 0.0], [0.0, 0.0, 0.0], [0.0, 0.0, 0.0], [0.0, 0.0, 0.0], [0.0, 0.0, 0.0], [0.0, 0.0, 0.0], [0.0, 0.0, 0.0], [0.1, 0.0, 0.0], [-0.1, 0.0, 0.0], [-0.1, 0.0, 0.0], [0.1, 0.0, 0.0], [0.1, 0.0, 0.0], [0.2, 0.1, 0.0], [-0.1, 0.0, 0.1], [0.2, -0.1, 0.2], [-0.1, 0.0, -0.1], [-0.1, 0.3, 0.1], [0.0, 0.0, 0.0], [0.0, 0.0, 0.0], [0.1, 0.1, 0.0], [0.0, 0.1, 0.1], [0.3, 0.2, 0.0], [-0.1, -0.1, 0.0], [0.0, 0.0, 0.1], [0.0, 0.0, 0.0], [0.1, -0.1, 0.0], [0.1, -0.1, -0.2], [-0.4, 0.2, 0.2], [0.0, 0.1, -0.1], [0.0, 0.0, 0.0], [0.0, 0.0, 0.0], [0.0, 0.0, 0.0], [0.0, 0.0, 0.0], [0.0, 0.0, 0.0], [0.0, -0.1, 0.0], [0.0, 0.0, 0.1], [0.0, 0.0, 0.0]],
  "orbital_gap_ha": [0.246, 0.225],
  "e_lumo_ha": [0.07728, 0.07731],
  "spin_multiplicity": 2,
  "energy_ha": -4852.83019,
  "s_squared": 1.2358,
  "charge": -1,
  "homo_ev": [-4.58, -4.01]
}



No. 3
{
  "formula": "C36H34MnN7O2S",
  "method": "ωB97M-V/def2-TZVPD",
  "species": ["Mn", "S", "C", "C", "C", "C", "C", "C", "C", "C", "C", "N", "H", "H", "H", "H", "H", "H", "C", "N", "C", "C", "C", "C", "C", "N", "C", "C", "C", "C", "C", "C", "H", "H", "H", "H", "H", "H", "H", "H", "H", "H", "H", "O", "C", "N", "C", "O", "C", "C", "C", "C", "C", "C", "H", "H", "H", "H", "C", "C", "N", "C", "N", "C", "C", "C", "N", "C", "H", "H", "H", "H", "H", "H", "H", "H", "H", "H", "H", "H", "H"],
  "coordinates": [[0.067736, 0.162703, 0.009076], [1.234379, -0.671574, 4.254624], [-0.418404, -0.254006, 4.355261], [-0.922706, 0.115976, 3.144320], [0.007037, 0.072055, 2.041233], [1.214119, -0.340603, 2.542746], [2.378059, -0.295120, 1.699413], [3.701117, -0.410565, 2.153923], [4.748350, -0.181702, 1.292503], [4.466354, 0.166492, -0.019934], [3.139543, 0.234780, -0.398677], [2.108049, -0.018218, 0.407850], [-0.924204, -0.301254, 5.311538], [-1.957752, 0.436537, 3.055694], [3.871202, -0.638322, 3.199628], [5.775404, -0.236632, 1.636744], [5.248935, 0.389592, -0.732545], [2.883667, 0.507840, -1.413077], [1.053106, -0.137709, -3.143552], [0.118510, -0.145791, -2.032142], [-1.066765, -0.597728, -2.255376], [-2.122991, -0.415938, -1.324133], [-3.497943, -0.647204, -1.509222], [-4.118930, -0.022688, -0.428044], [-3.086975, 0.543737, 0.353067], [-1.884920, 0.288987, -0.173746], [0.428326, -0.052261, -4.514500], [0.678116, -1.024542, -5.473746], [0.139957, -0.919606, -6.754210], [-0.657011, 0.166630, -7.081644], [-0.918795, 1.140655, -6.120946], [-0.382650, 1.033909, -4.846565], [1.711911, -1.012463, -3.101158], [1.688681, 0.741658, -3.017497], [-1.340992, -1.035007, -3.219623], [-3.965355, -1.172756, -2.332400], [-5.180091, 0.045843, -0.230396], [-3.185787, 1.135108, 1.254997], [1.302510, -1.875385, -5.220087], [0.341684, -1.689317, -7.489988], [-1.078025, 0.253427, -8.076453], [-1.546934, 1.989362, -6.366407], [-0.609633, 1.773220, -4.081370], [-0.792640, 2.581621, -2.116485], [-0.262498, 2.924065, -1.083470], [0.293538, 2.129673, -0.094148], [0.855852, 2.982485, 0.846101], [1.513368, 2.696874, 1.816883], [0.563291, 4.422902, 0.468379], [0.834932, 5.609361, 1.111917], [0.427067, 6.790569, 0.492103], [-0.220346, 6.757134, -0.735969], [-0.488146, 5.538932, -1.363358], [-0.089044, 4.389113, -0.721696], [1.346699, 5.610956, 2.067436], [0.611687, 7.746108, 0.968604], [-0.519292, 7.687527, -1.203545], [-0.996633, 5.481579, -2.318310], [-3.304550, -4.191902, 0.675547], [-3.180244, -2.942641, 1.522074], [-1.901806, -2.311130, 1.262889], [-0.893847, -2.832284, 0.520035], [0.012153, -2.049327, 0.036864], [1.042810, -2.736376, -0.729333], [1.499716, -3.988652, 0.002829], [0.324995, -4.941907, 0.074422], [-0.909029, -4.204785, 0.317632], [-2.023389, -4.990325, 0.808888], [-3.431879, -3.904166, -0.372093], [-4.167547, -4.784998, 0.983680], [-3.270209, -3.200882, 2.584823], [-3.971470, -2.233956, 1.276888], [-1.844725, -1.306840, 1.359098], [1.877059, -2.060506, -0.875669], [0.661478, -3.016244, -1.724350], [1.812409, -3.693997, 1.008138], [2.344901, -4.466442, -0.496626], [0.466517, -5.677515, 0.874554], [0.225985, -5.495695, -0.865573], [-1.869446, -5.282159, 1.859396], [-2.067009, -5.906790, 0.216968]],
  "atomic_forces_ev_per_a": [[1.5, -0.3, 1.7], [0.2, 0.0, 0.0], [-0.1, 0.0, 0.0], [-0.2, 0.2, -0.1], [-0.1, -0.1, 0.4], [0.3, -0.1, 0.1], [0.1, 0.0, 0.4], [-0.1, -0.1, 0.1], [0.1, 0.0, 0.2], [-0.1, 0.1, -0.2], [0.0, 0.0, -0.2], [0.1, 0.2, 0.0], [0.0, 0.0, -0.1], [0.1, -0.1, 0.0], [0.0, 0.0, 0.0], [-0.1, 0.0, 0.0], [0.0, 0.0, 0.0], [0.0, 0.0, 0.0], [0.1, 0.1, 0.1], [-0.8, -0.3, -0.1], [-0.2, 0.0, -0.5], [-0.5, -0.2, -0.4], [0.2, 0.0, 0.1], [0.1, 0.1, 0.2], [-0.3, 0.0, 0.2], [-0.6, -0.3, -1.3], [0.1, 0.0, -0.2], [0.0, 0.0, -0.1], [0.0, 0.0, 0.0], [0.0, 0.0, 0.1], [0.0, 0.0, 0.0], [-0.1, 0.1, 0.0], [0.1, 0.0, 0.0], [0.0, 0.0, 0.0], [0.0, 0.0, 0.0], [0.1, 0.1, 0.0], [0.1, 0.0, 0.0], [0.0, -0.1, 0.0], [0.0, 0.0, 0.0], [0.0, 0.0, 0.0], [0.0, 0.0, 0.0], [0.0, 0.0, 0.0], [0.1, -0.1, -0.1], [-0.3, -0.3, -0.4], [0.4, 0.3, 0.4], [-0.1, 1.6, -0.4], [-0.2, 0.2, -0.3], [0.3, -0.3, 0.5], [0.3, -0.3, 0.6], [0.1, 0.2, 0.2], [0.1, -0.1, 0.2], [-0.1, -0.2, -0.2], [-0.1, 0.2, -0.2], [-0.4, -0.4, -0.5], [0.0, 0.0, 0.0], [0.0, 0.0, 0.0], [0.0, 0.0, 0.0], [0.0, 0.1, 0.0], [0.0, 0.0, -0.1], [0.1, 0.0, 0.0], [0.0, -0.1, 0.1], [-0.3, -0.1, 0.2], [0.4, 0.0, -0.3], [-0.1, 0.0, 0.1], [0.0, 0.0, 0.0], [-0.1, 0.1, 0.0], [0.0, 0.0, 0.0], [0.1, 0.1, 0.0], [0.0, 0.0, 0.0], [0.0, 0.0, 0.0], [0.0, 0.0, 0.0], [0.0, 0.0, 0.0], [0.0, 0.0, -0.1], [0.1, 0.1, 0.0], [0.0, 0.0, 0.0], [0.0, 0.0, 0.0], [0.0, 0.0, 0.0], [0.0, 0.0, 0.0], [0.0, 0.0, 0.0], [0.0, 0.0, 0.0], [0.0, -0.1, 0.0]],
  "orbital_gap_ha": [0.236, 0.210],
  "e_lumo_ha": [0.09614, 0.09613],
  "spin_multiplicity": 2,
  "energy_ha": -3475.31559,
  "s_squared": 0.7733,
  "charge": -1,
  "homo_ev": [-3.81, -3.10]
}



Which formula does entry 1 have? C36H34Cl2O7P2S3Sr



What is the formula in the second record? C36H34CoIO4P2S2